{
  "formula": "C2H4BrCl",
  "method": "wB97M-V/def2-TZVPD",
  "species": ["C", "Cl", "H", "H", "H", "C", "H", "Br"],
  "coordinates": [[1.2861, 0.4764, -0.5037], [-1.3390, -2.0231, -0.0616], [1.1400, 1.4891, -0.1977], [-0.7429, -0.4148, 1.5844], [1.0183, 0.1915, -1.5005], [-1.0397, -0.4577, 0.5465], [1.9251, -0.1687, 0.0604], [-2.2479, 0.9072, 0.0722]],
  "atomic_forces_ev_per_a": [[-0.965, -0.532, 0.336], [0.011, -0.012, -0.034], [-0.031, 0.355, 0.144], [0.030, -0.060, -0.069], [-0.080, -0.068, -0.274], [0.756, 0.600, -0.288], [0.259, -0.155, 0.190], [0.022, -0.127, -0.004]],
  "homo_lumo_gap_ha": [0.3120, 0.3193],
  "total_energy_ev": -84700.159,
  "homo_ev": [-8.79, -8.52],
  "e_lumo_ev": [-0.306, 0.172],
  "spin_multiplicity": 1,
  "de_lowest_kj_mol": 367.7
}